No. 1
A cluster of 11 separate species, C25H68ClNO18P2S in total in a non-equilibrium geometry. Source: the OMol25 dataset; level of theory: wB97M-V/def2-TZVPD.

ORCA input file:
```
! RIJCOSX wB97M-V def2-TZVPD def2/J DEFGRID3
* xyz 0 1
C -4.02 -0.11 -0.18
C -3.19 0.80 0.75
O -2.20 -0.03 1.34
C -1.35 0.64 2.23
O -2.05 1.45 3.14
C -1.87 1.03 4.49
C -0.22 1.40 1.46
C -0.17 2.89 1.84
C 0.51 3.12 3.18
O 0.90 4.20 3.50
O 1.07 0.90 1.75
C 1.69 0.04 0.84
C 1.23 -1.42 1.10
C 2.05 -2.31 2.04
P 1.05 -2.99 3.41
O -0.25 -2.32 3.57
O 1.94 -2.80 4.74
C 1.22 -2.27 5.87
C 2.13 -2.29 7.11
O 0.93 -4.57 3.22
C -0.22 -4.96 2.43
C -1.51 -5.10 3.27
N 1.42 0.28 -0.61
C 1.71 1.35 -1.11
S 1.70 2.77 -1.73
P 3.56 0.28 1.17
O 4.23 -0.14 -0.26
Cl 3.80 2.34 1.37
H -5.03 0.27 -0.29
H -3.53 -0.19 -1.15
H -4.03 -1.09 0.30
H -3.88 1.23 1.48
H -2.78 1.61 0.14
H -0.86 -0.15 2.81
H -2.41 0.09 4.66
H -0.83 0.85 4.75
H -2.27 1.80 5.15
H -0.52 1.39 0.41
H -1.15 3.37 1.80
H 0.47 3.40 1.12
H 0.63 2.26 3.87
H 0.20 -1.39 1.45
H 1.16 -1.92 0.13
H 2.94 -1.90 2.51
H 2.38 -3.19 1.49
H 0.34 -2.87 6.10
H 0.96 -1.24 5.66
H 2.39 -1.27 7.39
H 3.04 -2.88 6.95
H 1.58 -2.74 7.94
H -0.37 -4.27 1.59
H 0.03 -5.93 2.00
H -1.29 -4.81 4.29
H -2.23 -4.38 2.90
H -1.89 -6.12 3.21
H 3.62 -0.67 -0.79
C 0.37 6.74 5.32
O -0.58 7.15 6.30
H 0.31 5.66 5.21
H 0.16 7.21 4.36
H 1.38 7.01 5.65
H -0.51 8.11 6.39
C 1.86 8.63 2.22
O 0.87 9.61 1.93
H 2.23 8.81 3.23
H 1.42 7.63 2.17
H 2.69 8.71 1.51
H 0.55 9.43 1.04
C 1.37 -2.91 -3.24
O 0.48 -2.47 -2.21
H 1.30 -3.99 -3.30
H 1.08 -2.48 -4.20
H 2.40 -2.63 -3.00
H 0.54 -1.51 -2.17
C 1.00 -6.67 -2.18
O 0.11 -6.20 -1.16
H 0.93 -7.75 -2.22
H 0.71 -6.25 -3.14
H 2.03 -6.38 -1.94
H 0.18 -5.24 -1.14
C -0.17 -2.96 -7.45
O -0.28 -3.20 -6.04
H 0.80 -3.35 -7.78
H -0.96 -3.48 -7.99
H -0.22 -1.89 -7.66
H -1.13 -2.85 -5.76
C -0.32 6.58 -0.90
O 0.59 7.68 -0.93
H -1.33 6.96 -1.04
H -0.09 5.88 -1.70
H -0.25 6.07 0.07
H 1.47 7.32 -0.81
C -5.32 -4.16 1.25
O -4.47 -3.02 1.29
H -6.34 -3.82 1.13
H -5.05 -4.81 0.41
H -5.24 -4.73 2.18
H -3.57 -3.33 1.41
C -1.10 9.73 -3.05
O -1.73 9.60 -1.78
H -1.87 9.77 -3.82
H -0.51 10.66 -3.08
H -0.44 8.88 -3.24
H -1.02 9.57 -1.12
C 3.63 -6.55 -5.05
O 3.90 -6.11 -3.73
H 2.71 -7.14 -5.03
H 3.48 -5.70 -5.72
H 4.44 -7.18 -5.43
H 4.71 -5.60 -3.76
C -1.69 -3.29 -11.50
O -0.94 -3.78 -10.39
H -2.63 -2.91 -11.13
H -1.15 -2.48 -11.99
H -1.88 -4.09 -12.22
H -0.11 -4.12 -10.73
*
```

LUMO level = -0.2 eV
E = -3943.355287 Ha
HOMO energy = -8.98 eV
SMILES string = CCO[C@H](OC)[C@@H](CC=O)O[C@@](CCP(=O)(OCC)OCC)(N=C=S)P(O)Cl.CO.CO.CO.CO.CO.CO.CO.CO.CO.CO
Gap between HOMO and LUMO = 8.779 eV

Results of the Mulliken charge analysis, in e, for atoms 1 through 4: C -0.969; C -0.234; O -0.110; C 0.162


No. 2
A cluster of 7 separate species, C25H70N8O7 in total in a non-equilibrium geometry. Source: the OMol25 dataset; level of theory: wB97M-V/def2-TZVPD.

ORCA input file:
```
! RIJCOSX wB97M-V def2-TZVPD def2/J DEFGRID3
* xyz 0 1
C 2.54 0.34 -7.86
O 2.69 1.45 -8.68
C 3.79 1.25 -9.61
C 4.31 2.62 -10.15
C 5.50 2.37 -11.09
N 4.60 3.49 -9.06
H 1.65 0.27 -7.24
H 3.45 0.39 -7.25
H 2.54 -0.59 -8.42
H 4.58 0.69 -9.11
H 3.25 0.76 -10.42
H 3.48 3.00 -10.75
H 5.16 1.47 -11.60
H 6.43 2.01 -10.66
H 5.63 3.02 -11.96
H 5.21 3.05 -8.39
H 3.73 3.48 -8.55
C 4.66 -6.42 -0.65
O 4.25 -5.09 -0.82
C 5.23 -4.10 -0.96
C 6.05 -3.64 0.26
C 5.17 -2.84 1.30
N 7.17 -2.75 -0.06
H 5.59 -6.59 -0.10
H 4.76 -6.90 -1.62
H 3.83 -6.97 -0.19
H 5.93 -4.35 -1.76
H 4.65 -3.24 -1.30
H 6.42 -4.59 0.66
H 4.86 -1.86 0.95
H 5.73 -2.79 2.24
H 4.20 -3.30 1.50
H 7.86 -3.34 -0.50
H 7.57 -2.57 0.85
C -0.43 5.68 -4.40
O 0.05 6.97 -4.09
C 0.64 7.13 -2.84
C 1.76 8.21 -3.00
C 2.75 7.84 -4.11
N 2.56 8.31 -1.79
H -1.30 5.38 -3.80
H 0.35 4.93 -4.44
H -0.78 5.82 -5.42
H -0.10 7.30 -2.06
H 1.07 6.20 -2.48
H 1.35 9.20 -3.18
H 2.19 7.66 -5.02
H 3.34 6.93 -4.04
H 3.41 8.69 -4.29
H 3.22 9.06 -1.97
H 3.16 7.50 -1.79
C -4.64 -5.18 0.36
O -5.30 -4.00 0.13
C -6.70 -3.99 0.62
C -7.10 -3.06 1.78
C -6.03 -3.13 2.90
N -8.47 -3.17 2.27
H -5.24 -6.02 0.02
H -4.30 -5.37 1.38
H -3.72 -5.22 -0.23
H -7.20 -3.75 -0.32
H -6.89 -5.02 0.93
H -7.18 -2.05 1.37
H -6.37 -2.55 3.76
H -5.05 -2.75 2.63
H -6.05 -4.17 3.21
H -8.87 -2.29 1.96
H -8.51 -3.12 3.28
C -3.80 9.25 5.71
O -3.76 8.29 4.71
C -2.77 7.17 4.97
C -2.71 6.02 3.93
C -3.91 5.09 3.76
N -1.53 5.20 3.99
H -4.15 8.74 6.62
H -4.37 10.11 5.37
H -2.74 9.47 5.87
H -1.75 7.53 5.13
H -2.92 6.56 5.85
H -2.48 6.47 2.96
H -4.82 5.55 3.39
H -4.28 4.75 4.72
H -3.89 4.25 3.06
H -1.42 4.61 3.18
H -0.75 5.82 4.14
C 0.47 -6.83 5.32
O -0.63 -7.51 5.72
C -1.51 -6.93 6.67
C -1.31 -7.54 8.05
C -1.73 -8.97 8.27
N -2.18 -6.73 8.93
H 1.23 -7.51 4.92
H 0.86 -6.20 6.12
H 0.15 -6.16 4.53
H -1.50 -5.84 6.70
H -2.49 -7.31 6.36
H -0.26 -7.48 8.34
H -1.63 -9.19 9.34
H -1.00 -9.52 7.68
H -2.73 -9.16 7.90
H -1.95 -6.79 9.92
H -2.00 -5.75 8.78
N -0.20 -1.30 -0.52
C -0.85 -0.24 -0.75
N -1.82 -0.39 -1.53
O -0.52 0.83 -0.38
H -0.50 -2.21 -0.84
H 0.65 -1.19 0.03
H -2.41 -1.21 -1.50
H -2.13 0.53 -1.78
*
```

LUMO level = 0.3 eV
E = -1958.950076 Ha
Relative energy (zero: lowest compared OMol25 entry of this formula, charge and spin) = 650.8 kJ/mol
HOMO energy = -8.65 eV
SMILES string = COC[C@H](C)N.COC[C@H](C)N.COC[C@H](C)N.COC[C@H](C)N.COC[C@H](C)N.COC[C@H](C)N.NC(N)=O
Gap between HOMO and LUMO = 8.904 eV

Results of the Mulliken charge analysis, in e, for atoms 1 through 4: C -0.720; O -0.350; C -0.864; C 0.374